[1]
This record from the OMol25 dataset describes 2 unconnected molecules or ions with the total composition C6H15O3S. The level of theory is ωB97M-V with the def2-TZVPD basis set.

gap between HOMO and LUMO = 9.19 eV
E_LUMO = -4.39 eV

ORCA input file:
```
! wB97M-V def2-TZVPD RIJCOSX def2/J DEFGRID3
* xyz 1 1
S -2.888 -0.792 0.352
O 1.161 0.784 -1.709
O 2.624 1.713 1.341
O 1.396 -1.421 -2.268
C 1.167 -1.105 0.200
C -1.301 -1.027 1.316
C -0.490 2.072 -0.302
C -0.191 -1.906 0.556
C -0.236 1.190 -1.648
C 1.230 -0.597 -1.327
H 0.027 1.493 0.553
H -0.855 0.212 -1.614
H -1.612 -1.610 2.265
H 0.001 3.110 -0.400
H -0.522 1.823 -2.570
H -3.157 -1.883 -0.465
H -0.930 -0.011 1.696
H -0.610 -2.487 -0.351
H 0.131 -2.728 1.303
H -1.619 2.171 -0.105
H -2.882 0.405 -0.349
H 3.020 1.687 0.460
H 2.010 -1.891 0.290
H 3.117 1.048 1.839
H 1.407 -0.250 0.938
*
```

These are the Mulliken partial charges, in e, on atoms 1 to 6:
1 S -0.037
2 O -0.329
3 O -0.653
4 O -0.512
5 C -0.342
6 C -0.440

=====

[2]
This record from the OMol25 dataset describes 6 unconnected molecules or ions with the total composition C36H39F5OSSi. The level of theory is ωB97M-V with the def2-TZVPD basis set.

gap between HOMO and LUMO = 8.27 eV
E_LUMO = -0.04 eV
SMILES = SCCC[SiH2]C[C@@H]1CO1.Fc1ccccc1.Fc1ccccc1.Fc1ccccc1.Fc1ccccc1.Fc1ccccc1

ORCA input file:
```
! wB97M-V def2-TZVPD RIJCOSX def2/J DEFGRID3
* xyz 0 1
S 1.159 -2.556 -1.544
Si -0.610 -3.630 -5.240
F 0.966 4.941 2.642
F -4.783 2.052 7.543
F 4.481 -2.705 -3.958
F -0.557 0.284 4.762
F -1.862 2.281 -4.070
O 3.369 -4.819 -6.727
C 0.592 0.826 6.749
C 0.761 5.374 -3.376
C -0.597 0.630 6.055
C 0.157 4.040 2.067
C 2.256 -4.366 -5.742
C -1.046 1.960 2.174
C 0.550 1.191 8.094
C 5.336 -3.254 -3.084
C 5.888 -5.019 -1.545
C -6.843 2.276 6.417
C -0.682 1.346 8.735
C -0.147 -1.753 -5.343
C 0.587 -4.800 -6.207
C -0.311 4.265 0.777
C -1.517 2.175 0.878
C 7.434 -3.192 -1.910
C -1.008 3.288 -3.844
C 3.000 -3.212 -6.792
C 6.548 -2.624 -2.824
C 0.082 -1.050 -3.854
C -0.478 5.632 -3.965
C -1.828 0.787 6.683
C 1.496 -1.566 -3.138
C -5.862 0.094 6.791
C 1.114 4.070 -3.021
C -7.922 1.679 5.765
C -6.947 -0.503 6.150
C 4.996 -4.445 -2.451
C -7.974 0.289 5.635
C 0.222 3.022 -3.252
C -5.822 1.478 6.922
C -1.870 1.142 8.032
C -1.365 4.583 -4.205
C 7.105 -4.390 -1.273
C -0.200 2.895 2.770
C -1.148 3.325 0.177
H 4.101 -3.161 -7.131
H -2.742 0.633 6.119
H -2.328 4.764 -4.671
H 2.500 -4.282 -4.512
H 2.081 3.871 -2.566
H 0.263 0.107 -4.075
H -0.747 -4.138 -3.882
H 2.126 -2.218 -3.897
H -0.714 1.626 9.786
H -6.790 3.353 6.535
H 0.541 -4.640 -7.365
H -2.174 1.444 0.411
H -2.827 1.258 8.533
H 2.129 -0.632 -2.784
H -8.818 -0.176 5.131
H 4.043 -4.915 -2.669
H 3.250 -2.606 -5.791
H 6.791 -1.698 -3.334
H 7.798 -4.836 -0.563
H 2.416 -3.156 -1.224
H -1.513 3.488 -0.834
H 0.183 2.740 3.773
H -1.945 -3.747 -5.873
H 1.474 1.355 8.643
H 0.876 -1.606 -5.924
H -0.752 6.648 -4.236
H -0.020 5.169 0.251
H -6.991 -1.585 6.051
H 0.486 -5.927 -5.870
H 1.455 6.191 -3.191
H -8.722 2.294 5.360
H 0.475 2.004 -2.976
H 1.540 0.693 6.237
H -0.849 -1.136 -3.149
H -1.338 1.066 2.719
H 5.636 -5.954 -1.051
H -0.945 -1.119 -5.928
H -5.051 -0.506 7.189
H 8.380 -2.702 -1.694
*
```

These are the Mulliken partial charges, in e, on atoms 1 to 6:
1 S -0.245
2 Si 0.371
3 F -0.312
4 F -0.276
5 F -0.189
6 F -0.270

=====

[3]
This record from the OMol25 dataset describes 6 unconnected molecules or ions with the total composition C22H42Cl4O10. The level of theory is ωB97M-V with the def2-TZVPD basis set.

gap between HOMO and LUMO = 8.09 eV
E_LUMO = -1.29 eV
SMILES = O=C1C=C(O)C(=O)C=C1O.COCCOC.COCCOC.COCCOC.ClCCCl.ClCCCl

ORCA input file:
```
! wB97M-V def2-TZVPD RIJCOSX def2/J DEFGRID3
* xyz 0 1
Cl 3.118 2.857 -5.327
Cl 3.061 -0.238 -6.818
Cl 4.701 -1.694 2.270
Cl 2.448 -4.099 2.401
O -0.828 -3.234 -0.608
O 0.355 -0.580 0.626
O 2.540 -0.508 -3.504
O -6.013 2.028 2.758
O -2.818 -3.267 1.572
O 1.307 1.711 2.290
O 3.596 2.423 0.325
O -1.501 1.109 -0.234
O -3.098 0.674 3.191
O 0.372 0.839 -4.503
C 2.706 1.588 2.458
C -1.723 0.670 2.904
C -0.952 -4.576 -1.043
C 0.933 2.910 1.651
C -5.864 1.118 1.661
C 2.634 -2.938 1.099
C 2.802 2.438 -7.032
C -2.076 -2.574 -0.662
C 3.529 1.327 1.206
C -3.921 -3.538 2.406
C 0.406 0.596 -3.320
C 4.080 -2.587 0.854
C -0.662 0.983 -2.397
C 3.618 1.275 -7.549
C 1.589 -0.049 -2.660
C -5.140 1.752 3.854
C -3.199 -3.057 0.254
C 0.482 -0.183 -0.510
C 4.455 3.440 0.752
C -0.588 0.656 -1.098
C 1.629 -0.431 -1.371
C -3.667 1.898 3.584
H -1.132 1.059 3.737
H -6.207 0.133 1.991
H 3.158 2.326 3.136
H -1.548 1.464 -2.788
H 2.083 -3.436 0.298
H 2.006 -2.071 1.304
H 2.767 0.740 3.151
H -4.071 -2.394 0.123
H -1.276 0.773 0.654
H 4.537 4.255 0.032
H -3.103 2.281 4.448
H 4.530 1.008 1.507
H 2.455 -1.043 -1.042
H -0.051 3.252 1.982
H 2.427 0.051 -4.305
H -3.463 2.652 2.806
H -1.875 -1.567 -0.292
H -3.554 -3.648 3.426
H -3.640 -3.972 -0.191
H 4.655 1.451 -7.252
H -1.353 -0.326 2.673
H 3.040 0.504 0.685
H -5.443 2.525 4.559
H 4.132 3.844 1.716
H 0.823 2.797 0.565
H 1.647 3.724 1.796
H -4.500 -2.603 2.493
H 2.924 3.340 -7.632
H 0.067 -4.951 -1.151
H -4.811 1.029 1.395
H -6.489 1.542 0.885
H 4.760 -3.390 0.575
H 4.194 -1.946 -0.025
H 1.735 2.235 -7.126
H -1.529 -5.205 -0.367
H -1.598 1.269 1.992
H -2.422 -2.518 -1.697
H -5.438 0.766 4.216
H -1.373 -4.639 -2.055
H -4.559 -4.367 2.099
H 5.497 3.097 0.830
H 3.688 1.219 -8.633
*
```

These are the Mulliken partial charges, in e, on atoms 1 to 6:
1 Cl -0.160
2 Cl -0.158
3 Cl -0.190
4 Cl -0.199
5 O -0.029
6 O -0.491

=====

[4]
This record from the OMol25 dataset describes 2 unconnected molecules or ions with the total composition CH3Cl2OPS. The level of theory is ωB97M-V with the def2-TZVPD basis set.

gap between HOMO and LUMO = 8.52 eV
E_LUMO = -0.48 eV
SMILES = O=[PH](Cl)Cl.C=S

ORCA input file:
```
! wB97M-V def2-TZVPD RIJCOSX def2/J DEFGRID3
* xyz 0 1
Cl -5.657 -0.280 -0.624
Cl -3.644 1.910 0.503
S 1.755 1.918 -0.253
P -3.802 -0.014 0.025
O -3.452 -0.895 1.126
C 1.599 0.434 0.347
H 2.083 -0.419 -0.114
H 1.056 0.245 1.265
H -3.016 -0.119 -1.118
*
```

These are the Mulliken partial charges, in e, on atoms 1 to 6:
1 Cl -0.167
2 Cl -0.161
3 S -0.180
4 P 0.724
5 O -0.521
6 C -0.336

=====

[5]
This record from the OMol25 dataset describes a molecular structure, C16H28Cl4F12N2O12S4Zn. The level of theory is ωB97M-V with the def2-TZVPD basis set.

<S²> = 0.755
gap between HOMO and LUMO (alpha / beta) = 8.99 / 2.56 eV
E_LUMO (alpha / beta) = -2.95 / -9.38 eV

ORCA input file:
```
! wB97M-V def2-TZVPD RIJCOSX def2/J DEFGRID3
* xyz 1 2
Zn 2.541 -0.468 0.080
Cl -0.885 -2.888 -6.579
Cl 1.051 7.610 -1.252
Cl -0.085 5.809 2.496
Cl -2.793 -0.166 -5.994
S 0.117 1.589 0.773
S 4.476 -2.813 -0.910
S 3.228 -3.505 1.243
S -0.173 -0.421 -0.957
F -2.052 -1.168 0.816
F 2.055 -3.685 3.654
F 3.126 -2.561 -3.290
F -1.176 -2.877 0.056
F 1.531 -1.896 2.530
F -0.640 0.334 2.956
F 2.400 -4.178 -2.175
F 1.434 0.918 3.002
F -2.561 -1.715 -1.264
F 0.703 -3.828 1.915
F -0.327 2.453 3.219
F 4.320 -4.465 -3.061
O 3.789 0.326 1.298
O 0.940 -1.218 -1.426
O 5.095 -1.616 -1.440
O 3.042 -4.796 0.611
O -1.272 1.833 0.548
O 3.124 1.054 -0.963
O 1.073 2.650 0.510
O 4.451 -3.241 2.061
O -0.725 0.511 -1.878
O -6.424 -2.075 2.006
O -6.677 0.600 0.712
O 5.404 -3.869 -0.458
N 3.190 -2.272 0.240
N 0.775 0.201 0.354
C 3.109 1.095 -2.382
C -5.517 -0.956 2.038
C -6.630 1.752 -0.082
C -1.592 -1.697 -0.326
C 0.170 1.318 2.655
C -2.016 -2.657 -5.201
C 0.893 6.290 1.077
C -6.309 -2.982 3.000
C 1.732 -3.199 2.448
C -5.443 -0.126 0.752
C -0.001 7.140 0.123
C 4.398 -0.109 2.557
C 4.517 1.566 0.864
C 3.909 2.062 -0.397
C -2.155 -1.166 -4.693
C 3.538 -3.563 -2.544
H -5.145 -0.527 -0.217
H -7.642 2.116 -0.258
H 2.246 0.565 -2.785
H -4.623 0.565 0.953
H -6.071 2.592 0.331
H -5.277 -3.260 3.213
H -2.888 -1.129 -3.887
H 4.671 2.236 -1.156
H 5.566 1.335 0.680
H -6.777 -2.636 3.922
H 4.510 2.396 1.571
H -1.637 -3.287 -4.396
H -0.783 6.473 -0.240
H 4.434 0.741 3.237
H -6.838 -3.935 2.988
H -4.529 -1.359 2.263
H -1.160 -0.858 -4.371
H 1.439 5.418 0.716
H 3.796 -0.759 3.191
H -0.283 8.140 0.450
H -6.321 1.474 -1.089
H -2.976 -3.110 -5.449
H 5.381 -0.551 2.391
H -5.824 -0.383 2.913
H 2.966 2.134 -2.680
H 4.059 0.732 -2.775
H 3.350 2.990 -0.276
H 1.678 6.957 1.434
*
```

These are the Mulliken partial charges, in e, on atoms 1 to 6:
1 Zn 0.093
2 Cl -0.178
3 Cl -0.206
4 Cl -0.209
5 Cl -0.178
6 S 0.397

=====

[6]
This record from the OMol25 dataset describes a molecular structure, C48H46Cl2MgN5P2S2Te. The level of theory is ωB97M-V with the def2-TZVPD basis set.

gap between HOMO and LUMO = 6.04 eV
E_LUMO = 1.73 eV

ORCA input file:
```
! wB97M-V def2-TZVPD RIJCOSX def2/J DEFGRID3
* xyz -1 1
Te 2.036 -2.800 3.948
Cl -3.562 0.485 -0.475
Cl -6.042 0.106 -1.974
S -1.485 2.503 1.584
S -3.086 4.217 -0.389
P -0.684 -1.332 2.487
P 1.857 -0.210 1.844
Mg -0.426 -0.291 -0.173
N -0.252 1.761 -1.033
N 1.525 -0.339 -1.405
N -3.171 -4.105 -0.268
N 0.976 -1.115 8.463
N -1.095 2.781 -1.038
C 0.268 -2.097 7.911
C 1.716 0.829 -2.029
C 1.631 -2.153 5.946
C -2.213 -3.264 3.952
C -1.364 -0.030 4.906
C 6.348 -0.753 2.880
C -2.614 -4.567 4.224
C -1.771 -0.365 3.620
C 1.889 2.562 1.424
C 2.816 1.035 -2.874
C -1.788 3.049 0.039
C -1.890 -3.398 -3.178
C -3.898 0.700 4.048
C 1.717 3.896 1.758
C -2.213 0.663 5.757
C 2.374 -1.124 6.515
C -1.122 -5.389 2.536
C 5.732 -1.524 1.905
C -4.288 0.366 -2.075
C -3.971 -4.795 -1.253
C 1.632 1.557 2.352
C -1.746 -2.670 -4.346
C -1.679 -2.818 -1.923
C 0.981 -1.087 3.176
C -1.148 -0.772 -3.007
C 3.713 0.009 -3.078
C 2.392 -1.321 -1.612
C -3.480 1.033 5.328
C 0.555 -2.649 6.670
C -0.714 -4.094 2.279
C -1.264 -3.009 2.967
C -1.260 -1.475 -1.793
C -1.831 -3.719 -0.712
C 1.306 4.244 3.035
C 5.617 0.214 3.552
C -2.082 -5.627 3.508
C 1.238 1.916 3.636
C 4.394 -1.323 1.612
C 4.275 0.414 3.256
C 1.079 3.251 3.978
C 2.009 -0.646 7.764
C -1.388 -1.335 -4.255
C -4.200 4.149 1.033
C -3.924 -3.030 0.343
C 3.644 -0.358 2.286
C -3.047 0.004 3.202
C 0.764 1.888 -1.820
C 3.497 -1.205 -2.434
H -2.644 -2.450 4.518
H -4.782 -3.452 0.874
H -4.398 5.161 1.379
H 3.909 -1.932 0.856
H 2.943 1.998 -3.351
H -3.383 -0.261 2.207
H 2.568 0.158 8.233
H -3.297 -2.508 1.066
H 7.393 -0.905 3.121
H 3.717 1.168 3.794
H 1.050 1.134 4.361
H -1.291 -4.657 -0.895
H 0.040 -3.911 1.522
H 0.905 2.825 -2.353
H 1.160 5.286 3.293
H -4.116 1.304 -2.591
H -3.700 3.573 1.812
H -1.903 -3.137 -5.312
H 6.296 -2.285 1.378
H -0.686 -6.214 1.985
H -1.885 0.919 6.758
H -1.277 -0.736 -5.154
H -4.295 -4.151 -2.087
H -4.867 -5.181 -0.762
H -0.377 -0.326 5.238
H 0.764 3.511 4.981
H -0.580 -2.450 8.490
H -4.303 -2.306 -0.388
H -4.143 1.575 5.992
H 1.886 4.668 1.016
H -1.364 -3.215 0.129
H -3.412 -5.640 -1.662
H -0.859 0.275 -2.995
H -3.840 -0.480 -2.589
H -5.125 3.661 0.732
H 2.232 2.295 0.433
H 4.566 0.144 -3.729
H 6.091 0.823 4.313
H -4.880 0.999 3.703
H -0.068 -3.434 6.260
H 4.182 -2.031 -2.562
H 3.211 -0.692 5.980
H -2.413 -6.638 3.714
H -2.144 -4.452 -3.241
H 2.187 -2.248 -1.086
H -3.347 -4.753 5.000
*
```

These are the Mulliken partial charges, in e, on atoms 1 to 6:
1 Te 0.113
2 Cl 0.229
3 Cl -0.207
4 S -0.168
5 S -0.112
6 P 0.777

=====

no.,F_max (hartree/bohr),molar mass (g/mol)
1,0.1029,167.250
2,0.1245,642.850
3,0.0437,608.380
4,0.0119,164.981
5,0.1082,1003.848
6,0.0346,1041.824